## w
7
Properties=species:S:1:pos:R:3 method="wB97M-V/def2-TZVPD" homo_lumo_gap_ev=10.42 charge=0 molar_mass_g_mol=129.07
N 0.809 1.042 -0.534
O -1.658 -1.526 0.006
O 1.957 0.965 -0.787
O -0.084 0.111 -1.180
O -1.202 0.658 0.945
F 0.481 -0.794 0.918
S -0.848 -0.389 0.114

=====

## x
7
Properties=species:S:1:pos:R:3 method="wB97M-V/def2-TZVPD" homo_lumo_gap_ev="7.27 / 8.88" charge=0 molar_mass_g_mol=129.07
N 0.588 -1.281 0.041
O 0.827 -1.593 1.100
O 0.465 -1.614 -1.058
O -0.893 1.570 1.372
O 0.351 2.110 -0.677
F -1.644 0.551 -0.750
S -0.272 1.135 0.159

=====

Structures ranked by computed energy, the most stable listed first: w, x.

=====

## w
17
Properties=species:S:1:pos:R:3 method="wB97M-V/def2-TZVPD" homo_lumo_gap_ev=10.12 charge=+1 molar_mass_g_mol=205.58
Rb 2.270 0.724 -0.736
C -1.096 1.754 -2.177
O -0.329 2.002 -1.245
N -1.048 0.809 -3.056
N -2.146 2.401 -2.463
H -0.349 0.082 -2.983
H -1.681 0.800 -3.842
H -2.976 2.163 -2.987
H -2.306 3.268 -1.969
C 1.160 -1.602 2.192
O 1.031 -1.128 1.079
N 1.399 -2.809 2.475
N 1.036 -0.818 3.208
H 1.293 -3.062 3.447
H 1.582 -3.550 1.813
H 1.094 -1.221 4.132
H 1.065 0.188 3.115

=====

## x
17
Properties=species:S:1:pos:R:3 method="wB97M-V/def2-TZVPD" homo_lumo_gap_ev=9.54 charge=+1 molar_mass_g_mol=205.58
Rb -1.108 -0.176 24.438
C -0.369 -2.589 27.340
O -0.262 -1.403 26.974
N -0.037 -3.681 26.585
N -0.905 -2.891 28.556
H -0.565 -4.530 26.699
H 0.287 -3.562 25.641
H -0.996 -2.180 29.253
H -1.276 -3.807 28.729
C -3.195 1.507 27.032
O -3.638 2.255 26.171
N -1.859 1.174 27.109
N -4.000 0.816 27.894
H -1.617 0.394 27.691
H -1.156 1.639 26.576
H -3.666 0.258 28.656
H -4.939 1.157 28.016

=====

Structures ranked by computed energy, the most stable listed first: x, w.

=====

## w
15
Properties=species:S:1:pos:R:3 method="wB97M-V/def2-TZVPD" homo_lumo_gap_ev=9.68 charge=0 molar_mass_g_mol=758.19
C 1.002 -1.032 -1.926
Br 2.710 -0.501 -2.774
Br 1.198 -2.584 -0.667
Br -0.512 -1.489 -3.242
H 0.658 -0.163 -1.364
C 2.154 -4.910 5.677
Br 0.671 -3.735 6.280
Br 1.605 -6.652 4.911
Br 3.569 -5.025 7.043
H 2.626 -4.382 4.848
C -3.082 6.212 -3.858
Br -1.698 5.028 -3.170
Br -4.093 7.070 -2.395
Br -4.266 5.135 -5.024
H -2.543 7.028 -4.340

=====

## x
15
Properties=species:S:1:pos:R:3 method="wB97M-V/def2-TZVPD" homo_lumo_gap_ev=9.81 charge=0 molar_mass_g_mol=758.19
C -4.290 -1.319 -0.107
Br -3.500 0.464 -0.268
Br -5.459 -1.442 1.441
Br -2.972 -2.758 -0.196
H -4.913 -1.471 -0.976
C 4.278 -0.298 1.553
Br 3.917 -1.557 3.002
Br 5.190 -1.225 0.070
Br 5.434 1.135 2.247
H 3.323 0.092 1.231
C -0.328 1.690 -1.464
Br 0.109 3.307 -2.472
Br 1.239 1.016 -0.577
Br -0.968 0.391 -2.764
H -1.059 1.975 -0.722

=====

Structures ranked by computed energy, the most stable listed first: x, w.

=====

## w
7
Properties=species:S:1:pos:R:3 method="wB97M-V/def2-TZVPD" homo_lumo_gap_ev="5.91 / 6.82" charge=-1 molar_mass_g_mol=121.16
C -0.216 1.314 0.386
C 0.216 -0.023 -0.030
O 1.045 1.105 0.533
O -0.954 2.251 0.557
S 0.547 -1.291 -2.808
S 0.054 -1.401 1.167
H -0.693 -1.956 0.195

=====

## x
7
Properties=species:S:1:pos:R:3 method="wB97M-V/def2-TZVPD" homo_lumo_gap_ev=5.81 charge=-1 molar_mass_g_mol=121.16
C 1.285 4.370 -0.005
C 1.998 0.023 0.003
O 1.222 4.698 -1.102
O 1.342 4.187 1.126
S 1.519 1.492 -0.614
S 0.697 -1.148 0.316
H -0.453 -0.529 -0.017

=====

Structures ranked by computed energy, the most stable listed first: x, w.

=====

## w
15
Properties=species:S:1:pos:R:3 method="wB97M-V/def2-TZVPD" homo_lumo_gap_ev=7.55 charge=+1 molar_mass_g_mol=94.14
C -3.511 -0.040 0.607
C 0.960 0.735 -1.036
C -2.378 -0.165 -0.037
C -0.236 0.323 -0.961
C 1.939 0.205 -0.009
C -1.345 -0.442 -0.797
N 1.604 -1.004 0.729
H -3.467 -0.624 1.520
H 1.508 1.508 -1.500
H -4.369 0.497 0.293
H 2.249 1.167 0.587
H 2.884 -0.007 -0.624
H -1.415 -1.306 -1.480
H 2.197 -1.870 0.421
H 1.714 -1.005 1.786

=====

## x
15
Properties=species:S:1:pos:R:3 method="wB97M-V/def2-TZVPD" homo_lumo_gap_ev="7.08 / 8.44" charge=+1 molar_mass_g_mol=94.14
C 2.034 -0.032 -0.281
C 1.426 -0.954 0.492
C -1.143 1.560 0.050
C 1.208 1.077 -0.168
C -0.086 -0.638 0.628
C -0.915 -1.556 -0.251
N -0.082 0.778 0.089
H 2.990 0.111 -0.760
H -2.052 1.021 0.281
H -1.004 2.669 -0.023
H 1.464 2.036 -0.105
H -0.481 -0.675 1.618
H -0.936 -1.172 -1.270
H -2.027 -1.754 -0.104
H -0.397 -2.471 -0.196

=====

Structures ranked by computed energy, the most stable listed first: w, x.

=====

## w
15
Properties=species:S:1:pos:R:3 method="wB97M-V/def2-TZVPD" homo_lumo_gap_ev=8.02 charge=+1 molar_mass_g_mol=94.14
C -2.082 0.272 0.012
C -0.417 -1.394 -0.070
C -1.291 1.409 0.080
C 0.067 1.444 0.079
C 0.587 -0.063 0.003
C 2.024 -0.367 0.067
N -1.711 -0.968 -0.032
H -3.115 0.453 -0.118
H -0.444 -1.882 -1.086
H -1.665 2.523 0.167
H 0.859 2.128 0.203
H 0.016 -2.256 0.407
H 2.098 -1.261 0.792
H 2.605 0.577 0.405
H 2.469 -0.616 -0.910

=====

## x
15
Properties=species:S:1:pos:R:3 method="wB97M-V/def2-TZVPD" homo_lumo_gap_ev=11.59 smiles="C1=C[N@@+]23C[C@@H]2C[C@@H]13" charge=+1 molar_mass_g_mol=94.14
C 0.839 0.848 1.353
C -0.500 0.801 1.401
N -0.561 -0.155 0.345
C -1.300 -1.034 -0.458
C -0.442 0.030 -1.082
C 1.053 -0.008 -1.145
C 0.950 -0.347 0.415
H 1.536 1.543 1.839
H -1.355 1.179 1.954
H -2.342 -0.717 -0.631
H -1.272 -2.038 -0.401
H -1.050 0.873 -1.625
H 1.416 0.941 -1.268
H 1.559 -0.821 -1.609
H 1.469 -1.096 0.912

=====

Structures ranked by computed energy, the most stable listed first: w, x.

=====

## w
125
Properties=species:S:1:pos:R:3 method="wB97M-V/def2-TZVPD" multiplicity=2 homo_lumo_gap_ev="4.57 / 5.22" charge=-2 molar_mass_g_mol=1077.02
Ti 0.321 -1.077 -1.096
C -2.705 0.952 1.408
P -1.135 0.422 2.190
C -1.830 -0.485 3.641
C -0.595 1.927 3.134
C -1.456 2.970 3.463
C -1.028 4.061 4.207
C 0.289 4.126 4.631
C 1.163 3.098 4.303
C 0.742 1.997 3.561
P 1.893 0.620 3.104
C 3.370 1.024 4.134
C 2.475 1.264 1.496
H -3.426 1.419 2.082
H -3.148 0.045 0.994
H -2.502 1.604 0.558
H -2.397 0.176 4.301
H -1.016 -0.946 4.203
H -2.485 -1.277 3.275
H -2.486 2.939 3.134
H -1.724 4.857 4.447
H 0.644 4.974 5.206
H 2.193 3.167 4.630
H 3.825 1.990 3.898
H 4.111 0.245 3.946
H 3.123 0.998 5.198
H 2.828 2.295 1.595
H 1.666 1.227 0.762
H 3.286 0.632 1.126
S -3.595 -3.985 -2.258
As -1.781 -2.993 -2.778
S -1.892 -0.869 -2.005
S -0.097 -3.584 -1.497
S -1.185 -2.903 -4.818
C 2.906 -2.885 1.670
C 2.565 -2.191 0.389
O 1.381 -1.593 0.390
C 3.413 -2.181 -0.745
C 4.753 -2.645 -0.652
C 5.642 -2.568 -1.704
C 5.232 -2.033 -2.924
C 3.918 -1.609 -3.075
C 2.998 -1.698 -2.031
O 1.752 -1.324 -2.270
H 2.264 -2.493 2.459
H 3.945 -2.738 1.978
H 2.744 -3.968 1.598
H 5.094 -3.066 0.286
H 6.657 -2.928 -1.575
H 5.920 -1.967 -3.759
H 3.551 -1.237 -4.024
N 0.539 0.845 -1.122
P 0.368 1.986 -2.164
N 1.928 2.611 -2.420
C 3.086 1.806 -1.982
C 4.321 2.113 -2.816
C 4.617 3.608 -2.776
C 3.390 4.417 -3.251
C 2.187 3.518 -3.529
N -0.209 1.707 -3.702
C -1.649 1.705 -4.038
C -1.988 0.612 -5.039
C -1.133 0.732 -6.298
C 0.363 0.859 -5.939
C 0.578 0.702 -4.443
N -0.599 3.248 -1.636
C -1.023 4.342 -2.517
C -0.503 5.686 -2.019
C -1.101 6.016 -0.646
C -1.382 4.725 0.137
C -0.382 3.645 -0.244
H 2.847 0.748 -2.029
H 3.309 2.032 -0.933
H 4.175 1.776 -3.847
H 5.156 1.531 -2.421
H 5.502 3.851 -3.369
H 4.855 3.875 -1.742
H 3.624 4.975 -4.162
H 3.106 5.153 -2.494
H 2.337 2.970 -4.472
H 1.313 4.141 -3.696
H -1.922 2.669 -4.488
H -2.243 1.575 -3.132
H -3.048 0.705 -5.291
H -1.854 -0.375 -4.593
H -1.453 1.602 -6.884
H -1.298 -0.151 -6.920
H 0.761 1.826 -6.264
H 0.942 0.082 -6.442
H 1.632 0.838 -4.187
H 0.305 -0.312 -4.134
H -2.119 4.375 -2.579
H -0.666 4.155 -3.525
H -0.734 6.466 -2.750
H 0.587 5.628 -1.951
H -2.022 6.594 -0.762
H -0.407 6.646 -0.083
H -2.389 4.355 -0.081
H -1.335 4.909 1.208
H -0.472 2.761 0.381
H 0.641 4.027 -0.091
N -3.047 -6.173 4.242
C -3.973 -6.981 4.861
C -3.863 -7.994 5.806
C -5.038 -8.603 6.210
C -6.281 -8.212 5.688
C -6.378 -7.203 4.748
C -5.206 -6.579 4.327
N -5.024 -5.559 3.410
C -3.735 -5.346 3.384
C -3.039 -4.349 2.555
C -3.742 -3.612 1.619
C -3.049 -2.676 0.853
N -1.754 -2.450 1.004
C -1.072 -3.176 1.883
C -1.664 -4.132 2.683
H -2.052 -6.192 4.358
H -2.905 -8.298 6.209
H -4.999 -9.398 6.943
H -7.176 -8.715 6.030
H -7.333 -6.899 4.339
H -4.797 -3.782 1.456
H -3.544 -2.113 0.070
H -0.008 -2.969 1.932
H -1.042 -4.683 3.379

=====

## x
125
Properties=species:S:1:pos:R:3 method="wB97M-V/def2-TZVPD" multiplicity=2 homo_lumo_gap_ev="3.92 / 4.92" charge=-2 molar_mass_g_mol=1077.02
Ti 1.719 -0.974 -0.118
C -0.643 0.751 4.931
P -0.291 0.335 3.160
C -1.240 1.688 2.357
C -1.446 -1.099 2.982
C -2.808 -0.973 3.248
C -3.680 -2.038 3.080
C -3.179 -3.257 2.646
C -1.821 -3.400 2.399
C -0.932 -2.337 2.563
P 0.867 -2.481 2.140
C 1.616 -2.373 3.810
C 1.086 -4.266 1.848
H -1.707 0.910 5.122
H -0.097 1.660 5.194
H -0.285 -0.058 5.568
H -2.295 1.724 2.634
H -1.140 1.572 1.279
H -0.767 2.634 2.635
H -3.204 -0.018 3.577
H -4.739 -1.914 3.275
H -3.846 -4.100 2.497
H -1.448 -4.357 2.060
H 1.073 -2.985 4.535
H 1.658 -1.334 4.135
H 2.648 -2.723 3.707
H 0.626 -4.882 2.626
H 2.167 -4.425 1.841
H 0.706 -4.521 0.860
S 6.308 -1.332 -0.242
As 4.636 -2.098 0.782
S 3.352 -0.462 1.633
S 3.074 -2.923 -0.572
S 4.979 -3.537 2.318
C -0.827 2.265 -1.466
C 0.450 1.481 -1.353
O 0.511 0.576 -0.405
C 1.530 1.749 -2.223
C 1.488 2.788 -3.187
C 2.571 3.067 -4.000
C 3.745 2.320 -3.883
C 3.814 1.279 -2.963
C 2.727 0.971 -2.150
O 2.809 -0.074 -1.351
H -1.568 1.870 -0.774
H -1.245 2.210 -2.478
H -0.676 3.328 -1.237
H 0.589 3.387 -3.280
H 2.508 3.873 -4.723
H 4.600 2.546 -4.509
H 4.702 0.671 -2.840
N 0.205 -2.102 -0.701
P -0.767 -2.458 -1.820
N -2.313 -1.856 -1.537
C -2.485 -0.960 -0.389
C -3.707 -0.082 -0.609
C -4.984 -0.937 -0.624
C -4.685 -2.349 -1.153
C -3.542 -2.328 -2.164
N -1.111 -4.109 -2.061
C 0.034 -4.867 -2.598
C -0.219 -6.373 -2.478
C -1.703 -6.667 -2.668
C -2.505 -6.036 -1.517
C -1.763 -4.814 -0.966
N -0.342 -2.031 -3.381
C 0.999 -1.566 -3.733
C 0.899 -0.495 -4.808
C 0.314 -1.080 -6.105
C -0.542 -2.318 -5.808
C -1.284 -2.175 -4.484
H -1.577 -0.372 -0.277
H -2.614 -1.529 0.539
H -3.590 0.444 -1.561
H -3.763 0.679 0.173
H -5.751 -0.459 -1.241
H -5.393 -1.010 0.387
H -5.574 -2.788 -1.615
H -4.402 -3.002 -0.322
H -3.833 -1.686 -3.010
H -3.378 -3.327 -2.568
H 0.968 -4.594 -2.087
H 0.147 -4.603 -3.653
H 0.100 -6.734 -1.496
H 0.392 -6.898 -3.214
H -1.891 -7.742 -2.726
H -2.024 -6.235 -3.620
H -2.651 -6.761 -0.710
H -3.499 -5.743 -1.869
H -1.033 -5.126 -0.209
H -2.449 -4.133 -0.460
H 1.635 -2.395 -4.077
H 1.477 -1.172 -2.845
H 1.880 -0.047 -4.977
H 0.258 0.302 -4.423
H 1.118 -1.354 -6.794
H -0.291 -0.324 -6.616
H 0.095 -3.205 -5.752
H -1.263 -2.496 -6.611
H -1.910 -3.056 -4.314
H -1.957 -1.306 -4.544
N 2.335 6.448 4.438
C 2.203 7.735 4.908
C 2.313 8.294 6.176
C 2.107 9.658 6.276
C 1.800 10.436 5.149
C 1.694 9.870 3.893
C 1.901 8.498 3.770
N 1.860 7.689 2.647
C 2.123 6.486 3.082
C 2.200 5.270 2.258
C 2.238 4.003 2.830
C 2.326 2.894 2.000
N 2.362 2.983 0.677
C 2.322 4.195 0.130
C 2.243 5.366 0.873
H 2.604 5.636 4.964
H 2.549 7.695 7.046
H 2.183 10.136 7.245
H 1.645 11.500 5.271
H 1.459 10.465 3.020
H 2.191 3.851 3.902
H 2.373 1.889 2.408
H 2.352 4.226 -0.954
H 2.218 6.336 0.395

=====

Structures ranked by computed energy, the most stable listed first: x, w.

=====

## w
9
Properties=species:S:1:pos:R:3 method="wB97M-V/def2-TZVPD" homo_lumo_gap_ev=9.38 charge=0 molar_mass_g_mol=92.12
C -0.740 0.875 0.088
C -0.023 -0.309 0.507
O -0.445 0.561 1.443
O -0.427 -1.561 0.341
S 2.247 -0.016 0.294
H -0.199 1.686 -0.187
H -1.654 0.916 -0.348
H -0.445 -1.870 1.244
H 2.378 -0.295 -1.022

=====

## x
9
Properties=species:S:1:pos:R:3 method="wB97M-V/def2-TZVPD" homo_lumo_gap_ev=9.62 smiles="O=C(O)CS" charge=0 molar_mass_g_mol=92.12
O 0.743 1.636 0.056
C 0.630 0.358 -0.015
O 1.789 -0.240 -0.173
C -0.445 -0.363 0.183
S -2.117 0.279 -0.093
H 1.658 -1.254 -0.340
H -0.622 -1.465 -0.293
H -0.357 -0.498 1.234
H -1.278 1.545 -0.559

=====

Structures ranked by computed energy, the most stable listed first: x, w.